DFT (wB97M-V/def2-TZVPD) results for a 5-piece molecular cluster, C47H84N2O overall.

Results
**Charge**: +2
**Maximum force**: 1.0 eV Å⁻¹
**Electronic energy**: -2025.4608 a.u.

Geometry as XYZ:
```
134
Properties=species:S:1:pos:R:3:forces:R:3:lowdin_charge:R:1
O -9.449 -5.815 -0.264 -0.1418 0.1611 -0.3404 -0.19
N -2.184 -2.292 -0.251 0.0715 0.0503 -0.0832 -0.02
N 0.012 3.744 2.493 -0.1849 0.2872 -0.2731 0.01
C -1.511 -0.039 -0.582 -0.1252 -0.1629 0.0937 0.04
C -4.087 -3.920 -0.218 -0.0696 -0.0891 -0.7189 -0.15
C -0.092 -5.651 2.928 -0.0207 -0.0398 -0.0324 -0.23
C -2.696 -3.591 -0.791 -0.0496 0.1194 0.4235 -0.07
C 2.084 -0.033 -1.109 0.0507 0.1152 -0.1442 -0.10
C -1.545 2.525 1.194 0.2896 0.5395 0.2126 0.06
C -10.676 -5.828 0.433 -0.1363 -0.2140 -0.0069 -0.10
C -1.968 -2.168 1.063 0.1760 0.3460 0.6547 0.01
C -1.270 0.099 0.775 0.1024 -0.2041 0.4571 -0.15
C 0.709 -5.847 4.216 0.0414 0.0639 0.0320 -0.22
C 1.803 -0.782 -2.410 -0.1652 -0.0055 0.1280 -0.26
C 1.113 -1.707 -7.206 -0.1097 0.0205 -0.0587 -0.11
C 3.247 10.749 3.594 0.0126 0.0360 -0.0887 -0.12
C 1.365 7.192 2.963 -0.3466 -0.4768 0.1728 -0.03
C 1.058 7.385 4.308 0.1190 0.0828 0.0637 -0.04
C -5.163 -4.197 -1.307 0.4181 0.4105 0.8014 -0.18
C 2.282 -4.394 -8.284 0.0382 0.0495 0.0225 -0.23
C 4.238 11.644 4.330 0.0089 -0.0941 0.0493 -0.26
C 0.105 5.189 4.454 0.1527 0.1284 -0.2484 0.00
C 0.917 -4.216 -7.618 -0.0283 -0.0403 -0.0255 -0.23
C 1.030 5.990 2.347 -0.0985 -0.0897 0.1236 0.00
C -1.122 3.710 1.773 -0.0798 -0.6928 -0.2542 0.05
C 0.403 5.015 3.107 0.0882 0.2003 0.5380 -0.22
C 1.681 -8.131 3.612 0.0674 0.0755 -0.0095 -0.10
C -7.690 -4.630 -1.337 -0.2128 0.5637 0.4329 -0.16
C 2.349 13.575 5.881 0.0231 0.0355 0.0874 -0.27
C -0.790 1.371 1.371 -0.2284 0.1778 -0.3413 -0.14
C 0.767 2.648 2.653 -0.0210 -0.3655 -0.0328 0.05
C 4.050 11.639 5.846 0.0013 0.0254 0.0167 -0.23
C 4.169 -2.763 -2.669 -0.0289 -0.1055 -0.0748 -0.26
C 1.408 -5.092 -10.579 0.0338 0.0966 -0.0115 -0.11
C -6.545 -3.745 -0.820 -0.1962 -0.6612 -0.5984 -0.20
C 2.301 -4.139 -9.790 -0.0144 -0.0999 -0.0193 -0.27
C 0.388 1.437 2.102 -0.0639 0.2842 0.1307 0.06
C 2.963 -2.980 -1.756 -0.0193 -0.0137 0.0530 -0.23
C 1.967 -6.701 4.062 -0.0529 -0.0943 0.0052 -0.26
C 3.958 -3.311 -4.077 0.0598 0.1041 0.0160 -0.10
C -1.960 -1.253 -1.065 0.1124 0.4914 -0.1524 0.03
C 0.440 6.394 5.064 0.0063 -0.3521 -0.6134 -0.03
C -1.502 -0.987 1.614 -0.1402 -0.1929 -0.6271 0.06
C 1.203 -3.622 2.076 0.0030 -0.0597 -0.0728 -0.10
C 1.681 -2.293 -2.231 -0.0157 -0.0302 -0.0166 -0.23
C 0.691 -5.027 1.774 -0.1202 0.0963 0.0485 -0.26
C 3.323 14.629 6.400 -0.0572 -0.0066 -0.0887 -0.11
C -8.944 -4.511 -0.469 0.1449 -0.4310 0.3725 -0.24
C 2.694 12.156 6.329 -0.0261 -0.0305 -0.0345 -0.23
C 0.284 -2.838 -7.805 0.0351 -0.0058 0.1144 -0.27
H 5.035 -3.254 -2.219 -0.0006 0.0202 0.0149 0.11
H 0.205 6.527 6.107 0.0349 0.1775 0.1244 0.12
H 1.280 -0.210 -0.387 0.0294 -0.0682 0.0710 0.04
H -2.147 -1.386 -2.117 -0.0497 -0.2047 -0.1188 0.16
H 3.017 15.626 6.082 0.0173 0.0112 0.0238 0.07
H -6.727 -2.722 -1.143 0.0591 0.2556 0.3109 0.12
H 1.367 -2.739 -3.178 -0.0125 0.0107 -0.0021 0.10
H 1.019 -8.635 4.319 -0.0241 -0.0051 -0.0173 0.08
H 1.902 11.477 5.995 0.0064 -0.0054 0.0051 0.09
H -10.526 -5.840 1.512 0.0797 0.1271 0.1483 0.09
H 3.013 -3.735 -7.804 -0.0092 -0.0077 0.0136 0.10
H 5.253 11.306 4.105 0.0034 0.0263 -0.0174 0.11
H 2.481 -6.730 5.025 0.0186 0.0265 -0.0086 0.11
H 1.480 -4.892 -11.648 -0.0132 -0.0287 -0.0046 0.07
H 1.844 7.960 2.380 0.1121 0.1961 0.0204 0.11
H 0.873 -2.506 -1.514 0.0392 -0.0010 0.0284 0.09
H 2.679 12.116 7.423 -0.0061 0.0103 0.0027 0.11
H 3.218 -2.639 -0.749 -0.0241 0.0212 0.0690 0.09
H 1.211 -8.161 2.627 -0.0062 -0.0210 -0.0001 0.07
H 2.141 1.042 -1.294 0.0078 0.0080 0.0544 0.08
H 2.216 11.076 3.746 -0.0018 -0.0056 0.0079 0.07
H 1.904 -3.611 2.911 -0.0289 -0.0175 0.0166 0.08
H -11.212 -6.730 0.156 0.0259 -0.1562 -0.0246 0.09
H -1.345 0.787 -1.253 0.0301 0.0019 -0.2228 0.14
H 3.743 -4.381 -4.052 -0.0286 -0.0008 -0.0117 0.08
H 1.704 -6.129 -10.413 -0.0256 -0.0110 0.0151 0.08
H -2.175 -3.010 1.702 -0.0499 -0.2905 -0.1522 0.15
H -1.953 -4.328 -0.506 0.1161 -0.1446 -0.0576 0.13
H -4.439 -3.084 0.379 0.0524 0.1456 0.2070 0.11
H 2.629 -5.414 -8.093 0.0025 -0.0029 -0.0103 0.11
H 4.165 12.663 3.942 -0.0043 0.0107 0.0156 0.10
H 4.419 -1.700 -2.723 0.0115 -0.0013 0.0334 0.10
H 1.027 -4.412 -6.545 -0.0087 0.0121 0.0076 0.10
H 1.663 2.778 3.235 0.1397 0.0127 0.0661 0.16
H 2.579 -0.557 -3.143 -0.0065 0.0270 -0.0043 0.11
H 2.091 -1.627 -7.681 0.0146 0.0010 0.0303 0.07
H 3.441 10.761 2.520 -0.0259 -0.0306 -0.0024 0.07
H -2.460 2.528 0.625 -0.1278 -0.0524 -0.0507 0.14
H 2.604 -8.706 3.551 -0.0174 -0.0253 -0.0009 0.08
H -0.382 4.398 5.004 -0.0709 -0.0636 0.1124 0.12
H 2.663 -6.229 3.363 0.0066 0.0235 0.0158 0.10
H 0.038 -4.985 0.893 0.0512 -0.0345 -0.0417 0.09
H 1.345 13.815 6.239 -0.0099 -0.0035 -0.0270 0.11
H 1.251 5.811 1.305 0.0482 0.0309 -0.1179 0.13
H 0.989 -4.872 4.627 -0.0183 0.0008 -0.0030 0.10
H 0.110 -2.641 -8.866 0.0046 -0.0255 -0.0102 0.10
H -8.711 -4.080 0.514 0.0989 0.1728 0.0206 0.12
H 1.268 -1.871 -6.135 0.0554 0.0034 0.0038 0.05
H 4.185 10.617 6.216 0.0199 -0.0038 -0.0085 0.11
H 2.012 -3.106 -10.003 0.0139 0.0137 0.0169 0.10
H 3.133 -2.808 -4.585 0.0048 -0.0322 -0.0443 0.05
H -5.172 -5.264 -1.504 0.0278 -0.1058 -0.3341 0.12
H 3.335 9.714 3.941 -0.0023 0.0015 0.0252 0.06
H 1.003 0.560 2.230 0.1699 -0.0326 0.0837 0.14
H 3.358 14.621 7.490 0.0303 -0.0094 0.0055 0.08
H 0.608 -0.747 -7.330 0.0301 0.0169 0.0197 0.07
H 0.358 -4.990 -10.298 -0.0068 -0.0170 -0.0029 0.06
H -0.704 -2.844 -7.334 -0.0211 0.0068 -0.0356 0.10
H -6.564 -3.807 0.265 -0.0050 0.1768 0.2332 0.10
H -0.498 -6.611 2.600 0.0021 0.0017 0.0112 0.11
H -0.962 -5.019 3.154 -0.0080 0.0058 0.0000 0.10
H 1.718 -3.208 1.210 0.0562 0.0921 -0.0774 0.05
H 2.770 -4.054 -1.671 0.0114 0.0094 -0.0003 0.11
H -3.985 -4.790 0.423 -0.1434 -0.0072 0.2633 0.12
H 4.849 12.228 6.302 -0.0106 0.0028 0.0087 0.10
H 0.226 -4.976 -7.992 0.0149 -0.0051 -0.0053 0.10
H 1.530 -5.667 1.494 -0.0152 -0.0158 -0.0060 0.11
H -1.678 4.625 1.675 0.0098 0.2246 0.0855 0.16
H 4.851 -3.164 -4.684 -0.0100 -0.0293 -0.0253 0.08
H 0.055 -6.309 4.961 0.0025 -0.0067 -0.0001 0.11
H -2.691 -3.496 -1.870 -0.0401 0.0130 -0.1382 0.13
H 2.301 13.626 4.789 -0.0081 -0.0215 -0.0053 0.10
H 4.335 14.464 6.027 0.0095 0.0036 0.0161 0.07
H -9.701 -3.871 -0.929 -0.1035 0.0259 -0.0889 0.12
H -1.343 -0.907 2.675 0.0076 -0.1340 0.1678 0.14
H 3.329 -4.244 -10.144 0.0030 0.0325 -0.0003 0.11
H -11.308 -4.980 0.168 -0.0148 0.1708 -0.0514 0.09
H -7.383 -5.670 -1.311 -0.0069 -0.1986 -0.0794 0.11
H -4.862 -3.645 -2.194 -0.1614 -0.1676 -0.3632 0.11
H 0.869 -0.397 -2.834 0.0264 -0.0048 -0.0766 0.10
H -7.973 -4.354 -2.347 0.2557 -0.1840 -0.2991 0.12
H 0.370 -2.955 2.326 0.0599 -0.0022 0.0966 0.04
H 3.024 -0.335 -0.647 -0.0100 -0.0372 -0.0175 0.08
H 1.321 8.322 4.778 0.0130 0.0878 0.0111 0.11
```
Positions in Å, forces in eV/Å.